1.
Here is a molecular structure, C48H51BINO2P2Sb2Sn in a non-equilibrium geometry from the Open Molecules 2025 dataset. Energies are from wB97M-V/def2-TZVPD.

- HOMO-LUMO gap (eV) = 5.49
- max |F| (eV/A) = 1.8
- E_HOMO (eV) = -12.76
- LUMO level (eV) = -7.3
- energy relative to the best compared isomer or geometry (same formula, charge and spin) (kcal per mole) = 41.31
- DFT total energy (Eh) = -3764.5037
- total charge = +2

Last column: Löwdin charge in e.
Geometry (Å):
Sn1 -0.6361 0.8504 0.7651  0.8494
I1 -0.9501 2.9326 2.9346  1.1128
C1 -3.0122 2.9981 2.4409  -0.5558
C2 -3.7384 4.0211 2.9735  -0.1264
C3 -5.1327 4.0466 2.7905  -0.0420
C4 -5.7480 3.0220 2.1329  -0.0029
C5 -5.0067 1.9498 1.5848  -0.1433
C6 -5.6579 0.8515 0.9768  -0.0032
C7 -4.9536 -0.2077 0.4841  -0.0465
C8 -3.5449 -0.1843 0.5254  -0.1698
C9 -2.8879 0.8805 1.0706  -0.2864
C10 -3.5785 1.9462 1.6860  -0.2476
H1 -3.2580 4.7971 3.5532  0.1036
H2 -5.7021 4.8634 3.2106  0.1215
H3 -6.8260 3.0024 2.0367  0.1272
H4 -6.7386 0.8637 0.9136  0.1269
H5 -5.4589 -1.0533 0.0374  0.1183
H6 -2.9895 -1.0057 0.0867  0.0824
C11 4.1159 -0.2122 0.9373  -0.2253
Sb1 2.2493 0.2745 1.8708  1.4271
C12 2.7428 2.2841 2.4191  -0.2748
C13 2.6958 -0.8132 3.8336  -0.2152
C14 1.8107 -0.4606 4.9334  -0.2935
C15 2.1442 0.6524 5.7267  -0.0494
C16 1.3850 1.0201 6.8120  -0.0617
C17 0.2402 0.2870 7.1246  -0.0506
C18 -0.1164 -0.7950 6.3487  -0.0522
C19 0.6501 -1.2040 5.2502  -0.2909
C20 0.2135 -2.3769 4.4746  -0.2783
Sb2 -1.1443 -1.7687 2.8143  1.3225
C21 -2.1741 -3.6521 2.6545  -0.3043
C22 -2.5959 -0.8288 4.0866  -0.2883
H7 4.9166 0.0235 1.6371  0.0363
H8 4.2225 0.3795 0.0317  0.0112
H9 4.1472 -1.2684 0.6795  0.0137
H10 3.7458 2.2939 2.8430  0.0285
H11 2.0329 2.6706 3.1476  -0.0385
H12 2.7176 2.9062 1.5257  0.0115
H13 3.7034 -0.4143 3.9469  0.0749
H14 2.7126 -1.8589 3.5430  0.0591
H15 3.0484 1.2019 5.4898  0.1154
H16 1.6776 1.8592 7.4278  0.1140
H17 -0.3643 0.5652 7.9772  0.1158
H18 -0.9970 -1.3695 6.6077  0.1156
H19 -0.4227 -3.0352 5.0629  0.0735
H20 1.0145 -2.9459 4.0098  0.0513
H21 -2.6159 -3.9086 3.6151  0.0164
H22 -1.4820 -4.4340 2.3480  0.0050
H23 -2.9640 -3.5604 1.9108  0.0012
H24 -2.8373 -1.4951 4.9129  0.0200
H25 -3.4995 -0.6264 3.5138  0.0064
H26 -2.2006 0.1079 4.4763  -0.0055
O1 1.5844 1.0006 -0.4472  -0.5955
P1 2.0197 0.5483 -1.8219  0.7900
C23 0.5740 0.4348 -2.9344  -0.2452
P2 -0.6699 -0.7973 -2.4045  0.8042
O2 -0.8794 -0.6937 -0.9132  -0.4657
C24 -0.2306 -2.4851 -2.8368  -0.2868
C25 0.3628 -2.8186 -4.0513  -0.0847
C26 0.5511 -4.1512 -4.3818  -0.0521
C27 0.1404 -5.1522 -3.5130  -0.0465
C28 -0.4332 -4.8207 -2.2925  -0.0544
C29 -0.6195 -3.4914 -1.9551  -0.0733
C30 -2.1158 -0.2905 -3.3481  -0.2688
C31 -2.3106 -0.7029 -4.6645  -0.0607
C32 -3.3497 -0.1671 -5.4071  -0.0508
C33 -4.1850 0.7892 -4.8455  -0.0440
C34 -4.0063 1.1861 -3.5277  -0.0430
C35 -2.9761 0.6451 -2.7771  -0.0710
C36 2.7742 -1.0892 -1.7274  -0.2952
C37 2.3179 -1.9547 -0.7364  -0.1620
C38 2.8289 -3.2381 -0.6426  -0.0632
C39 3.7951 -3.6642 -1.5435  -0.0411
C40 4.2669 -2.7992 -2.5198  -0.0403
C41 3.7641 -1.5108 -2.6117  -0.0462
C42 3.1529 1.7000 -2.6025  -0.2777
C43 3.6781 2.7334 -1.8323  -0.0650
C44 4.6028 3.6081 -2.3799  -0.0445
C45 5.0159 3.4403 -3.6939  -0.0401
C46 4.4764 2.4258 -4.4742  -0.0467
C47 3.5403 1.5600 -3.9355  -0.0884
H27 0.8914 0.2513 -3.9620  0.0847
H28 0.0617 1.4018 -2.8845  0.0405
H29 0.6854 -2.0441 -4.7373  0.1088
H30 1.0111 -4.4077 -5.3265  0.1173
H31 0.2603 -6.1899 -3.7934  0.1177
H32 -0.7428 -5.6023 -1.6114  0.1142
H33 -1.0574 -3.2167 -1.0026  0.1023
H34 -1.6591 -1.4432 -5.1118  0.0998
H35 -3.4969 -0.4900 -6.4286  0.1167
H36 -4.9806 1.2226 -5.4359  0.1178
H37 -4.6584 1.9282 -3.0874  0.1173
H38 -2.8324 0.9421 -1.7464  0.0773
H39 1.5500 -1.6161 -0.0477  0.0583
H40 2.4644 -3.9100 0.1236  0.1173
H41 4.1855 -4.6711 -1.4816  0.1192
H42 5.0282 -3.1262 -3.2150  0.1194
H43 4.1549 -0.8338 -3.3585  0.0994
H44 3.3446 2.8484 -0.8083  0.0919
H45 5.0001 4.4200 -1.7866  0.1172
H46 5.7521 4.1093 -4.1180  0.1193
H47 4.7819 2.3110 -5.5051  0.1183
H48 3.1104 0.7834 -4.5570  0.1057
B1 -0.5155 4.1451 -2.6590  -0.3758
C48 -0.6463 3.1935 -1.4818  -0.1807
N1 -0.8034 2.4734 -0.5801  0.0296
H49 -1.4668 4.8807 -2.6591  0.0358
H50 -0.4876 3.4841 -3.6654  0.0292
H51 0.4430 4.8394 -2.4473  0.0311



2.
Here is a molecular structure, C48H52BN8Pt in a non-equilibrium geometry from the Open Molecules 2025 dataset. Energies are from wB97M-V/def2-TZVPD.

- HOMO-LUMO gap (eV) = 6.97
- max |F| (eV/A) = 1.6
- E_HOMO (eV) = -10.23
- LUMO level (eV) = -3.3
- DFT total energy (Eh) = -2442.5488
- total charge = +1

Last column: Löwdin charge in e.
Geometry (Å):
Pt1 0.8618 0.8948 -0.1709  1.2270
C1 2.4665 5.8662 1.3747  -0.0038
C2 1.6857 4.8994 0.5538  -0.2450
C3 0.7650 5.1584 -0.4425  0.0457
C4 0.3366 3.9131 -0.9115  -0.2273
N1 0.9613 2.9553 -0.2032  -0.0482
N2 1.7808 3.5647 0.6851  0.0480
B1 2.7297 2.7655 1.6149  -0.4891
N3 1.9287 1.9678 2.6621  0.0084
N4 1.0408 1.0041 2.3535  0.0640
C5 0.5729 0.5177 3.5095  -0.2283
C6 1.1834 1.2033 4.5790  0.0232
C7 2.0320 2.1165 4.0047  -0.2657
C8 2.9357 3.0855 4.6912  -0.0163
C9 -0.4062 -0.5638 3.6789  -0.1553
C10 -0.5026 -1.2349 4.9007  -0.0259
C11 -1.4523 -2.2246 5.0885  -0.0738
C12 -2.3077 -2.5876 4.0570  -0.0883
C13 -2.2142 -1.9365 2.8370  -0.0812
C14 -1.2829 -0.9240 2.6634  -0.0348
N5 3.5336 1.8032 0.7082  0.0467
N6 2.9250 0.9582 -0.1546  -0.0487
C15 3.8822 0.3180 -0.8502  -0.2243
C16 5.1274 0.7681 -0.4001  0.0454
C17 4.8682 1.7139 0.5723  -0.2448
C18 5.8337 2.5233 1.3666  -0.0043
C19 3.6497 -0.6366 -1.9462  -0.1897
C20 4.5749 -1.6554 -2.1757  -0.0314
C21 4.4131 -2.5299 -3.2380  -0.0711
C22 3.3127 -2.4179 -4.0745  -0.0786
C23 2.3750 -1.4217 -3.8447  -0.0683
C24 2.5536 -0.5288 -2.8010  -0.0545
C25 -0.5871 3.6796 -2.0322  -0.1944
C26 -0.4426 2.5909 -2.8914  -0.0539
C27 -1.3183 2.3985 -3.9470  -0.0676
C28 -2.3307 3.3168 -4.1868  -0.0777
C29 -2.4739 4.4134 -3.3495  -0.0712
C30 -1.6179 4.5875 -2.2748  -0.0332
H1 2.2401 6.8795 1.0520  0.0877
H2 3.5369 5.6960 1.2633  0.0843
H3 2.2143 5.7754 2.4315  0.0855
H4 0.4626 6.1248 -0.8066  0.1205
H5 3.4647 3.5042 2.1756  0.1088
H6 1.0021 1.0775 5.6325  0.1096
H7 2.8129 2.9820 5.7667  0.0851
H8 2.7053 4.1140 4.4119  0.0765
H9 3.9800 2.8934 4.4426  0.0785
H10 0.1721 -0.9910 5.7093  0.1077
H11 -1.5252 -2.7128 6.0515  0.1071
H12 -3.0487 -3.3617 4.2089  0.1028
H13 -2.8723 -2.1996 2.0156  0.0936
H14 -1.2429 -0.3738 1.7433  0.0716
H15 6.0943 0.4602 -0.7581  0.1202
H16 6.8472 2.2976 1.0441  0.0875
H17 5.7502 2.2969 2.4298  0.0872
H18 5.6539 3.5890 1.2287  0.0841
H19 5.4170 -1.7696 -1.5040  0.1154
H20 5.1479 -3.3045 -3.4145  0.1079
H21 3.1936 -3.0943 -4.9108  0.1063
H22 1.5118 -1.3273 -4.4915  0.1059
H23 1.8514 0.2787 -2.6579  0.0661
H24 0.3806 1.9087 -2.7412  0.0708
H25 -1.2000 1.5400 -4.5961  0.1062
H26 -2.9958 3.1864 -5.0302  0.1063
H27 -3.2585 5.1348 -3.5367  0.1080
H28 -1.7575 5.4246 -1.6013  0.1160
C31 -5.9768 0.7036 -1.9575  -0.0285
C32 -5.3562 -0.0651 -0.7818  -0.5534
C33 -5.6643 -1.5567 -0.9462  -0.0545
C34 -5.9848 0.3965 0.5446  -0.0341
C35 -3.8651 0.2147 -0.7303  -0.1317
C36 -3.3981 1.4838 -0.3555  0.0375
C37 -2.0548 1.6969 -0.1951  -0.0803
N7 -1.1346 0.7516 -0.4066  -0.0680
C38 -1.5473 -0.4922 -0.7632  -0.1887
C39 -2.9072 -0.7502 -0.9530  0.0672
C40 -0.5309 -1.5199 -0.7008  -0.1830
C41 -0.7844 -2.8806 -0.8796  0.0710
C42 0.1713 -3.8372 -0.6125  -0.1303
C43 1.4236 -3.3648 -0.1931  0.0377
C44 1.6276 -2.0193 -0.0292  -0.0752
N8 0.6888 -1.1048 -0.2814  -0.0523
C45 -0.1004 -5.3290 -0.6876  -0.5534
C46 -1.5913 -5.6356 -0.8607  -0.0552
C47 0.6746 -5.9221 -1.8732  -0.0283
C48 0.3581 -5.9819 0.6276  -0.0360
H29 -7.0546 0.5403 -1.9736  0.0930
H30 -5.5629 0.3538 -2.9048  0.0926
H31 -5.7920 1.7756 -1.8777  0.0844
H32 -6.7444 -1.6954 -0.9711  0.0929
H33 -5.2736 -2.1319 -0.1037  0.0896
H34 -5.2593 -1.9584 -1.8767  0.0872
H35 -7.0340 0.1026 0.5762  0.0932
H36 -5.9379 1.4775 0.6699  0.0809
H37 -5.4732 -0.0695 1.3890  0.0939
H38 -4.0873 2.2942 -0.1722  0.1251
H39 -1.6892 2.6558 0.1411  0.1218
H40 -3.1983 -1.7492 -1.2387  0.1052
H41 -1.7697 -3.1708 -1.2097  0.1049
H42 2.2329 -4.0473 0.0185  0.1247
H43 2.5734 -1.6494 0.3393  0.1228
H44 -1.9868 -5.2330 -1.7949  0.0857
H45 -2.1692 -5.2385 -0.0234  0.0925
H46 -1.7342 -6.7152 -0.8840  0.0923
H47 0.3288 -5.4892 -2.8132  0.0919
H48 0.5152 -7.0000 -1.9125  0.0928
H49 1.7456 -5.7352 -1.7827  0.0849
H50 -0.1127 -5.4856 1.4784  0.0960
H51 1.4387 -5.9382 0.7573  0.0801
H52 0.0652 -7.0317 0.6392  0.0924